[1]
15
Properties=species:S:1:pos:R:3:forces:R:3 method="wB97M-V/def2-TZVPD" e_tot_ev=-10880.77391 homo_lumo_gap_ev=9.722 mol_weight_g_mol=113.12 relative_energy_kj_mol=274.35 smiles="CC(=O)O[C@]1(C)C=N1"
C 0.7148 -0.6983 0.3938 -2.93 -0.55 2.25
C 1.2237 -1.8944 -0.3557 -0.31 0.16 -0.01
C -1.3054 1.7854 -1.0108 0.03 0.53 0.45
C -0.2589 1.4502 0.0180 1.23 0.77 -0.93
C -0.2823 -0.6780 1.6638 2.46 -1.61 -2.13
O 0.5258 0.3769 -0.4380 -0.18 1.08 -0.30
N 0.9768 -0.5799 1.8012 0.44 0.69 0.82
O 0.0462 2.1225 0.9591 -0.49 -0.70 -0.18
H -1.0200 -0.9935 2.3894 -0.28 0.32 0.01
H 0.4192 -2.3287 -0.9511 0.08 -0.01 -0.05
H 2.0233 -1.5859 -1.0329 -0.02 -0.01 0.10
H 1.5872 -2.6413 0.3433 0.06 0.00 0.03
H -1.8240 2.6903 -0.6920 -0.01 -0.14 0.01
H -0.8138 1.9994 -1.9643 -0.02 -0.28 0.11
H -2.0125 0.9754 -1.1237 -0.09 -0.26 -0.16

[2]
11
Properties=species:S:1:pos:R:3:forces:R:3 method="wB97M-V/def2-TZVPD" e_tot_ev=-61685.60029 homo_lumo_gap_ev=9.137 charge=+1 mol_weight_g_mol=157.78 relative_energy_kj_mol=0.00
O 2.3605 0.1617 0.3270 -0.23 0.73 0.33
C 3.3693 -0.4284 0.3177 3.35 -1.85 -0.47
O 4.3686 -0.9876 0.2425 -1.52 0.86 0.29
C -0.9721 0.8296 -0.6076 -0.73 0.28 -0.30
C -1.7095 -0.3031 0.1428 -2.26 -0.27 -0.35
O -0.8325 -0.9771 1.0489 1.23 0.20 0.14
Ga 0.4791 0.1445 0.5075 -1.78 0.17 -0.32
H -0.9565 0.6753 -1.6985 0.47 0.06 0.47
H -1.4084 1.8220 -0.4113 0.49 -0.34 0.06
H -2.1242 -1.0393 -0.5764 0.42 0.30 0.31
H -2.5743 0.1023 0.7075 0.57 -0.14 -0.16

[3]
12
Properties=species:S:1:pos:R:3:forces:R:3 method="wB97M-V/def2-TZVPD" e_tot_ev=-8336.44584 homo_lumo_gap_ev="6.943 / 8.195" mol_weight_g_mol=86.09 relative_energy_kj_mol=387.42
O 0.4108 0.3809 -1.9688 0.01 0.07 0.29
C 0.3564 0.0519 -0.6399 -0.44 -0.43 -0.45
C -0.9132 -0.6298 -0.1679 0.33 0.15 -0.41
C -1.0526 0.0796 1.0843 -0.69 0.18 0.76
C 1.4315 0.1065 0.2438 0.31 0.14 0.58
O 1.2898 0.0847 1.4864 0.30 -0.06 -0.49
H 0.9465 1.1726 -2.0920 0.04 -0.06 0.00
H -0.8363 -1.7150 -0.0736 0.05 0.09 -0.02
H -1.6852 -0.3726 -0.8997 0.03 -0.04 0.08
H -0.9967 -0.4093 2.0512 0.06 0.10 -0.27
H -1.3156 1.1324 1.0853 0.09 -0.16 -0.11
H 2.4425 0.1042 -0.2006 -0.09 0.03 0.04

[4]
61
Properties=species:S:1:pos:R:3:forces:R:3 method="wB97M-V/def2-TZVPD" e_tot_ev=-61873.77336 homo_lumo_gap_ev=7.215 mol_weight_g_mol=434.69
C 1.6771 -0.2502 4.6989 0.86 -0.58 0.00
C 0.9061 -1.4636 3.9623 -0.51 0.25 -0.56
C -0.3180 -1.0118 3.0354 -2.40 2.66 -0.40
C -1.0649 0.3257 3.3908 0.04 -2.19 -1.47
C -2.3062 0.8717 2.5919 1.19 -1.10 0.23
N -3.0641 2.0854 2.8954 0.90 -4.93 -3.62
S -4.2315 2.0494 1.6265 2.38 -2.54 0.31
N -3.8622 0.6147 0.7370 2.69 0.04 2.74
C -2.7203 -0.0219 1.3544 -0.92 2.02 1.12
C -1.9824 -1.3694 0.9728 1.75 0.86 2.60
C -0.7682 -1.8923 1.8115 -3.46 2.83 -1.11
C -0.1325 -3.2877 1.3633 0.22 0.50 0.48
C 1.3766 -3.1991 0.8178 0.31 -0.28 -0.76
C 1.6361 -2.0434 -0.2695 0.94 0.11 -0.88
C 3.0742 -1.2944 -0.0964 0.10 -0.41 0.82
C 2.9076 0.2451 0.3381 1.11 -0.40 -0.20
C 2.4913 1.2424 -0.8556 -0.81 0.38 0.96
O 1.8028 0.6028 -1.9680 -1.34 0.63 0.60
C 0.3780 0.9293 -1.9580 -0.71 -0.15 0.10
H 2.8125 -0.4345 4.5453 -1.87 0.37 0.33
H 1.5058 -0.2588 5.8284 0.05 0.16 -1.62
H 1.4598 0.7814 4.2607 0.13 -1.56 0.60
H 1.6713 -1.9868 3.2945 -1.24 0.59 0.93
H 0.4898 -2.2428 4.7133 0.81 1.31 -1.15
H -0.7391 0.9534 4.3050 -0.47 -1.35 -1.72
H -2.3889 -1.9412 0.0596 0.87 0.95 1.68
H -0.1328 -3.9818 2.2844 -0.14 0.93 -1.47
H -0.7818 -3.7494 0.5241 0.92 0.87 1.54
H 1.5845 -4.2056 0.2771 -0.35 1.57 1.05
H 2.1789 -3.1310 1.6406 -1.47 -0.01 -1.03
H 0.8453 -1.2196 -0.2985 0.90 -1.41 0.25
H 1.6656 -2.5342 -1.3164 -0.34 0.84 1.65
H 3.6341 -1.8167 0.7788 -0.85 0.82 -1.38
H 3.7632 -1.4487 -1.0139 -1.33 0.52 1.37
H 2.2135 0.2813 1.2537 0.73 0.04 -1.49
H 3.9412 0.6107 0.7185 -1.68 -0.52 -0.57
H 3.3985 1.7919 -1.2797 -1.34 -0.84 0.71
H 1.7342 1.9942 -0.3996 1.66 -0.84 -0.76
H -0.1642 0.5103 -1.0290 0.91 0.55 -1.18
H 0.1993 2.0638 -1.9529 0.40 -1.49 -0.09
H -0.1721 0.4800 -2.8694 1.31 0.63 1.31
C 4.3769 5.4004 -2.7124 0.05 -0.08 -0.08
S 3.1749 5.4346 -1.3647 0.03 -0.19 0.11
O 3.3323 4.1653 -0.5920 -0.01 0.45 -0.33
C 1.7157 5.2523 -2.4131 -0.06 -0.10 -0.08
H 5.3779 5.4629 -2.2840 -0.13 0.01 0.07
H 4.2804 4.4694 -3.2743 -0.06 0.01 0.08
H 4.2113 6.2555 -3.3703 -0.02 -0.01 0.08
H 1.7864 4.3303 -2.9937 0.07 0.01 0.07
H 1.6371 6.1120 -3.0812 0.04 -0.01 0.07
H 0.8333 5.2107 -1.7731 0.14 0.03 0.04
C -6.5466 -3.4676 -2.5195 -0.03 -0.06 0.09
S -5.2478 -2.6828 -3.4994 0.22 -0.16 0.04
O -4.1148 -3.6521 -3.5996 -0.35 0.29 0.16
C -4.7984 -1.4513 -2.2579 0.04 0.01 0.07
H -6.9517 -4.3043 -3.0899 0.11 0.10 -0.04
H -6.1326 -3.8362 -1.5792 0.06 0.04 -0.07
H -7.3414 -2.7456 -2.3230 0.06 0.00 -0.05
H -4.4943 -1.9469 -1.3342 -0.05 -0.03 -0.07
H -5.6501 -0.7954 -2.0690 0.04 -0.04 -0.02
H -3.9663 -0.8599 -2.6422 -0.08 -0.10 -0.05

[5]
16
Properties=species:S:1:pos:R:3:forces:R:3 method="wB97M-V/def2-TZVPD" e_tot_ev=-4341.07299 homo_lumo_gap_ev=12.337 mol_weight_g_mol=60.14 relative_energy_kj_mol=140.41 smiles=CC.CC
C 2.2458 0.6009 -0.6614 -2.84 -0.79 -0.85
C 2.1543 -0.0313 0.7154 1.82 -0.28 2.24
H 1.2035 0.7291 -1.1038 1.14 0.51 0.72
H 2.8522 1.4442 -0.7821 0.35 1.91 0.54
H 2.6669 0.0226 -1.4529 0.58 -1.48 -0.08
H 1.3753 0.3414 1.4478 0.50 -0.12 -1.37
H 3.1457 0.2099 1.3327 -1.84 -0.90 -1.37
H 2.0174 -1.1480 0.6459 0.27 1.14 0.18
C -2.2096 -0.9904 -0.1769 1.58 -4.35 -0.93
C -2.1985 0.4878 0.1159 -0.62 -1.45 3.69
H -2.2966 -1.7394 0.7713 0.10 2.16 -1.97
H -3.0440 -1.3768 -0.8844 1.40 0.92 1.00
H -1.1452 -1.3747 -0.6829 -2.72 1.06 1.20
H -1.7423 0.5664 1.1969 -0.67 0.56 -2.25
H -3.2229 0.8251 0.1548 -0.42 0.23 0.43
H -1.7618 1.0979 -0.6012 1.38 0.88 -1.17

[6]
18
Properties=species:S:1:pos:R:3:forces:R:3 method="wB97M-V/def2-TZVPD" e_tot_ev=-10932.13455 homo_lumo_gap_ev=6.129 charge=-1 mol_weight_g_mol=116.14 relative_energy_kj_mol=205.52 smiles="CCC(=O)NCC[O-]"
C -1.1207 -0.1392 0.1348 -1.61 -0.77 -1.36
C -2.4915 -0.8770 0.0908 0.11 1.28 0.39
C -0.0734 -0.8762 0.9170 1.41 -0.30 0.05
N 1.2295 -0.6925 0.5635 -0.90 0.72 -0.69
C 1.8015 0.1199 -0.5238 -1.69 0.00 -0.68
C 1.4585 1.6590 -0.4805 0.70 0.56 0.84
O 2.5507 2.4239 -0.3701 0.08 0.00 -0.22
O -0.3518 -1.6712 1.8152 -0.43 0.20 0.03
H -1.2869 0.8913 0.4195 0.31 0.11 0.53
H -0.9013 -0.0679 -0.9365 0.84 0.12 0.21
H -2.8984 -1.0303 1.0890 0.16 -0.52 -0.03
H -2.4597 -1.7676 -0.5281 0.05 -0.31 0.31
H -3.1916 -0.1829 -0.3884 0.01 -0.11 -0.13
H 1.8953 -1.1833 1.1038 0.28 -0.55 0.71
H 2.8629 -0.0679 -0.4808 0.32 0.43 -0.10
H 1.4049 -0.2566 -1.4862 0.29 -0.22 0.16
H 0.7788 1.7577 0.4131 -0.10 -0.07 -0.05
H 0.7932 1.9607 -1.3522 0.16 -0.58 0.03